[1]
DFT (ωB97M-V/def2-TZVPD) results for a structure of composition C29H50As2ClIrO4S.

Last column: Löwdin charge in e.
Positions of all 88 atoms, in Å:
Ir -1.690 -1.650 1.025  0.820
C 0.150 0.623 -0.786  -0.062
O -1.099 0.539 -0.102  -0.290
C -1.210 1.523 0.917  -0.185
C -2.541 1.359 1.599  -0.130
O -2.642 0.020 2.107  -0.340
C -3.385 -0.127 3.328  -0.143
C -3.786 -1.568 3.491  -0.184
O -2.632 -2.386 3.353  -0.294
C -2.944 -3.767 3.546  -0.054
H 0.293 1.628 -1.187  0.105
H 0.973 0.373 -0.111  0.093
H 0.117 -0.090 -1.605  0.079
H -0.392 1.405 1.637  0.114
H -1.147 2.526 0.485  0.150
H -2.614 2.066 2.427  0.149
H -3.367 1.534 0.905  0.144
H -2.755 0.210 4.154  0.130
H -4.283 0.494 3.285  0.150
H -4.234 -1.699 4.481  0.151
H -4.530 -1.852 2.740  0.107
H -3.371 -3.926 4.538  0.108
H -3.651 -4.113 2.787  0.098
H -2.014 -4.323 3.460  0.077
C -5.309 -1.986 0.139  -0.244
As -3.479 -2.024 -0.482  1.037
C -3.512 -0.817 -1.991  -0.235
C -3.259 -3.771 -1.272  -0.405
C -4.260 -4.389 -2.013  -0.079
C -4.032 -5.640 -2.568  -0.040
C -2.806 -6.269 -2.395  -0.041
C -1.801 -5.651 -1.666  -0.080
C -2.030 -4.403 -1.098  -0.404
As -0.680 -3.463 -0.093  1.041
C 0.201 -4.793 0.990  -0.230
C 0.671 -3.023 -1.402  -0.239
H -5.981 -2.075 -0.713  0.044
H -5.506 -1.039 0.640  0.037
H -5.488 -2.813 0.823  0.039
H -4.271 -1.140 -2.702  0.048
H -2.536 -0.822 -2.472  0.034
H -3.734 0.192 -1.648  0.036
H -5.220 -3.910 -2.158  0.109
H -4.813 -6.126 -3.137  0.122
H -2.634 -7.245 -2.829  0.122
H -0.849 -6.153 -1.540  0.108
H -0.510 -5.239 1.682  0.038
H 1.008 -4.313 1.540  0.021
H 0.615 -5.570 0.349  0.046
H 1.048 -3.941 -1.852  0.047
H 1.488 -2.491 -0.918  0.040
H 0.232 -2.401 -2.180  0.029
C 1.308 1.207 5.954  -0.099
C 1.618 1.427 4.478  -0.282
C 1.680 0.140 3.659  -0.322
S 0.069 -0.681 3.604  1.000
O 0.076 -1.396 2.231  -0.682
C 0.252 -1.971 4.867  -0.306
C 0.825 -3.286 4.359  -0.271
C 2.274 -3.239 3.894  -0.096
H 1.343 2.150 6.496  0.087
H 2.035 0.536 6.416  0.087
H 0.310 0.788 6.106  0.068
H 2.587 1.918 4.374  0.122
H 0.881 2.103 4.035  0.104
H 2.423 -0.556 4.043  0.090
H 1.899 0.337 2.608  0.094
H -0.754 -2.115 5.260  0.088
H 0.865 -1.521 5.650  0.094
H 0.184 -3.650 3.555  0.062
H 0.725 -3.996 5.182  0.130
H 2.393 -2.624 3.000  0.064
H 2.625 -4.243 3.655  0.085
H 2.931 -2.850 4.673  0.088
Cl 11.931 5.504 -11.602  0.886
C 10.935 5.077 -10.317  -0.596
C 10.148 3.909 -10.427  -0.051
C 9.337 3.568 -9.394  0.039
C 9.277 4.384 -8.209  -0.254
C 8.474 4.045 -7.173  0.241
C 10.092 5.569 -8.142  0.041
C 10.904 5.910 -9.177  -0.050
H 10.210 3.314 -11.327  0.128
H 8.724 2.677 -9.448  0.138
H 8.430 4.656 -6.280  0.104
H 7.853 3.156 -7.200  0.104
H 10.048 6.185 -7.253  0.140
H 11.524 6.794 -9.150  0.129

Net charge   +3
Energy relative to the best compared isomer or geometry (same formula, charge and spin)   0.0 kcal/mol
HOMO energy (spin up / spin down)   -0.557 / -0.570 Ha
LUMO level (spin up / spin down)   -8.5 / -8.5 eV
Largest force on an atom   0.1 eV Å⁻¹
Expectation value of S²   0.753
Frontier orbital gap (spin up / spin down)   0.245 / 0.259 hartree
Multiplicity   2



[2]
DFT (ωB97M-V/def2-TZVPD) results for a structure of composition C6H10N2O2.

Last column: Löwdin charge in e.
Positions of all 20 atoms, in Å:
C -2.585 -0.643 -0.763  -0.165
C -1.360 -0.021 -1.082  -0.137
C -1.795 0.193 1.087  -0.232
C 1.251 -1.497 -0.021  -0.053
C 2.124 -0.337 0.477  -0.184
C 0.725 1.541 0.258  -0.242
N -2.784 -0.534 0.584  0.014
N -0.911 0.535 0.122  -0.009
O 0.443 2.772 -0.225  0.119
O 1.713 0.792 -0.286  -0.041
H -3.160 -1.105 -1.541  0.082
H -1.031 -0.051 -2.077  0.086
H -1.892 0.364 2.136  0.105
H 0.231 -1.259 0.060  0.029
H 1.597 -1.739 -0.947  0.042
H 1.362 -2.514 0.433  0.104
H 3.247 -0.392 0.116  0.170
H 1.952 -0.246 1.494  0.091
H 0.704 1.510 1.285  0.123
H 0.169 2.631 -1.110  0.098

Net charge   0
Energy relative to the best compared isomer or geometry (same formula, charge and spin)   84.4 kcal/mol
HOMO energy   -0.305 Ha
LUMO level   0.6 eV
Largest force on an atom   3.9 eV Å⁻¹
Frontier orbital gap   0.329 hartree



[3]
DFT (ωB97M-V/def2-TZVPD) results for a structure of composition C42H35AsKN3O7S2.

Last column: Löwdin charge in e.
Positions of all 91 atoms, in Å:
K 0.341 -1.513 0.640  0.593
O 0.220 -3.769 4.940  -0.056
C 0.361 -3.285 3.801  -0.669
O -0.318 -2.368 3.273  -0.121
C 1.493 -3.923 2.957  -0.188
C 1.963 -5.188 3.300  -0.035
C 2.953 -5.764 2.521  -0.086
C 3.443 -5.073 1.426  -0.030
C 2.913 -3.819 1.136  -0.190
N 1.977 -3.262 1.905  0.112
C 3.331 -3.104 -0.165  -0.679
O 4.523 -3.243 -0.494  -0.047
O 2.402 -2.522 -0.772  -0.114
H 1.543 -5.677 4.167  0.099
H 3.335 -6.751 2.764  0.089
H 4.217 -5.470 0.784  0.103
S -2.095 -0.815 -3.179  0.383
C -0.923 -0.227 -4.329  -0.800
C -1.147 -0.347 -5.715  -0.161
C -0.291 0.205 -6.647  -0.135
C 0.839 0.908 -6.242  -0.135
C 1.103 1.011 -4.884  -0.147
C 0.268 0.430 -3.937  -0.422
As 0.601 0.576 -2.015  1.326
C -0.020 2.456 -1.936  -0.339
C 0.737 3.548 -1.521  -0.098
C 0.201 4.832 -1.521  -0.103
C -1.098 5.046 -1.956  -0.144
C -1.862 3.961 -2.379  -0.103
C -1.335 2.680 -2.358  -0.112
C 2.536 0.825 -1.911  -0.383
C 3.054 1.338 -0.720  -0.143
C 4.419 1.351 -0.480  -0.096
C 5.294 0.816 -1.415  -0.105
C 4.789 0.253 -2.575  -0.087
C 3.424 0.255 -2.819  -0.109
H -2.038 -0.873 -6.035  0.075
H -0.510 0.097 -7.705  0.084
H 1.501 1.365 -6.969  0.079
H 1.979 1.559 -4.556  0.088
H 1.763 3.408 -1.209  0.078
H 0.811 5.671 -1.204  0.092
H -1.508 6.050 -1.990  0.098
H -2.878 4.118 -2.724  0.108
H -1.931 1.831 -2.685  0.051
H 2.375 1.679 0.054  0.077
H 4.800 1.746 0.455  0.092
H 6.359 0.797 -1.218  0.090
H 5.457 -0.224 -3.281  0.097
H 3.044 -0.231 -3.709  0.097
O -3.324 5.446 0.196  0.087
C -4.289 4.513 0.369  -0.490
O -5.437 4.858 0.498  0.092
C -3.834 3.098 0.401  -0.158
C -4.676 2.107 -0.100  -0.012
C -4.269 0.789 -0.124  -0.010
C -3.025 0.424 0.400  -0.254
C -2.178 1.416 0.897  0.006
C -2.580 2.736 0.893  -0.021
N -2.545 -0.888 0.378  0.112
C -3.311 -1.864 0.639  -0.068
C -2.823 -3.251 0.505  -0.247
C -3.607 -4.353 0.814  -0.026
C -3.066 -5.623 0.674  -0.077
C -1.771 -5.758 0.210  -0.049
C -1.073 -4.596 -0.114  -0.104
N -1.581 -3.389 0.034  0.087
H -2.514 5.024 -0.136  0.060
H -5.637 2.396 -0.505  0.118
H -4.884 0.035 -0.599  0.112
H -1.194 1.139 1.259  0.086
H -1.903 3.496 1.269  0.119
H -4.349 -1.723 0.963  0.128
H -4.619 -4.220 1.178  0.104
H -3.652 -6.497 0.933  0.098
H -1.308 -6.729 0.104  0.099
H -0.054 -4.633 -0.488  0.122
O 0.961 0.683 1.998  -0.615
S 1.326 0.341 3.406  0.946
C -0.125 0.737 4.406  -0.313
C -0.238 2.250 4.342  -0.240
C 1.160 2.770 4.697  -0.232
C 2.186 1.847 4.020  -0.299
H 0.076 0.371 5.416  0.105
H -0.948 0.164 3.980  0.089
H -0.997 2.634 5.025  0.110
H -0.511 2.546 3.329  0.092
H 1.290 2.730 5.781  0.102
H 1.295 3.808 4.390  0.103
H 2.992 1.535 4.683  0.078
H 2.617 2.276 3.117  0.083

Net charge   -2
Energy relative to the best compared isomer or geometry (same formula, charge and spin)   5.5 kcal/mol
HOMO energy   -0.062 Ha
LUMO level   3.7 eV
Largest force on an atom   0.5 eV Å⁻¹
Frontier orbital gap   0.198 hartree



[4]
DFT (ωB97M-V/def2-TZVPD) results for the ion C2H4ClN2 with charge +1.

Last column: Löwdin charge in e.
Positions of all 9 atoms, in Å:
C 0.133 -1.556 0.741  0.079
N -0.530 -0.369 -0.078  0.201
C -0.702 0.605 -0.740  -0.145
N -0.415 1.824 -0.830  -0.423
Cl 1.049 2.269 -0.380  0.848
H 0.804 -2.214 0.225  0.081
H 0.686 -0.867 1.450  0.123
H -0.642 -2.219 1.201  0.112
H -0.383 2.528 -1.588  0.123

Net charge   +1
Energy relative to the best compared isomer or geometry (same formula, charge and spin)   76.8 kcal/mol
HOMO energy   -0.566 Ha
LUMO level   -6.1 eV
Largest force on an atom   6.8 eV Å⁻¹
SMILES string   CN=C=[NH+]Cl
Frontier orbital gap   0.340 hartree



[5]
DFT (ωB97M-V/def2-TZVPD) results for the ion C6H10N3 with charge +1.

Last column: Löwdin charge in e.
Positions of all 19 atoms, in Å:
C 0.929 1.120 0.182  0.017
C 1.678 0.051 0.106  -0.266
C -0.402 -0.658 0.035  -0.266
C -1.823 1.138 -0.052  -0.002
C -2.639 -0.184 0.102  -0.083
C 3.175 -0.179 0.000  0.014
N -0.419 0.651 0.084  0.012
N 0.855 -1.088 0.086  0.207
N -1.642 -1.208 0.046  0.186
H 0.881 2.191 0.011  0.130
H -1.807 1.490 -1.101  0.140
H -1.921 2.011 0.592  0.136
H -3.259 -0.186 0.957  0.123
H -3.333 -0.225 -0.653  0.104
H 3.242 -1.265 0.015  0.080
H 3.489 0.047 -1.013  0.086
H 3.671 0.423 0.763  0.096
H 1.163 -2.007 -0.069  0.159
H -1.837 -2.121 -0.092  0.127

Net charge   +1
Energy relative to the best compared isomer or geometry (same formula, charge and spin)   13.6 kcal/mol
HOMO energy (spin up / spin down)   -0.304 / -0.543 Ha
LUMO level (spin up / spin down)   -2.9 / -6.1 eV
Largest force on an atom   13.4 eV Å⁻¹
Expectation value of S²   2.011
Frontier orbital gap (spin up / spin down)   0.198 / 0.318 hartree
Multiplicity   3



[6]
DFT (ωB97M-V/def2-TZVPD) results for the molecule C3H4Br3Cl.

Last column: Löwdin charge in e.
Positions of all 11 atoms, in Å:
Cl -1.647 -1.271 0.245  0.603
C -0.554 0.016 -0.241  -0.902
C 0.552 -0.571 -1.096  -0.762
Br -0.098 -1.361 -2.637  0.745
C 0.065 0.728 1.040  -0.994
Br -1.385 1.646 2.069  0.599
Br 1.075 -0.519 2.302  0.565
H -1.073 0.889 -0.700  0.108
H 1.135 -1.171 -0.488  0.019
H 1.140 0.252 -1.262  0.043
H 0.789 1.363 0.768  -0.023

Net charge   0
Energy relative to the best compared isomer or geometry (same formula, charge and spin)   0.0 kcal/mol
HOMO energy   -0.385 Ha
LUMO level   0.0 eV
Largest force on an atom   5.0 eV Å⁻¹
SMILES string   Cl[C@H](CBr)C(Br)Br
Frontier orbital gap   0.383 hartree



[7]
DFT (ωB97M-V/def2-TZVPD) results for a structure of composition C4H10NO2S.

Last column: Löwdin charge in e.
Positions of all 18 atoms, in Å:
C 0.896 0.331 -0.025  -0.349
C 2.672 -1.105 0.317  0.009
C -2.191 -1.588 0.130  -0.351
C -0.971 0.807 -0.494  -0.491
N -0.811 2.200 -0.375  0.096
O 1.445 1.360 0.361  0.084
O 1.298 -0.892 -0.091  0.006
S -2.009 0.119 0.774  0.895
H 3.085 -1.964 -0.240  0.118
H 2.565 -1.225 1.432  0.124
H 3.285 -0.177 0.346  0.108
H -1.230 -2.158 0.135  0.049
H -2.722 -1.328 -0.821  0.052
H -2.758 -2.290 0.833  0.081
H -0.727 0.524 -1.481  0.111
H 0.299 2.178 0.014  0.143
H -0.745 2.645 -1.241  0.143
H -1.381 2.564 0.425  0.173

Net charge   +1
Energy relative to the best compared isomer or geometry (same formula, charge and spin)   65.6 kcal/mol
HOMO energy   -0.472 Ha
LUMO level   -3.3 eV
Largest force on an atom   4.7 eV Å⁻¹
Frontier orbital gap   0.351 hartree



The lowest net charge belongs to which entry? C42H35AsKN3O7S2



Which of these has the highest net charge? C29H50As2ClIrO4S



Number 1 is which compound? C29H50As2ClIrO4S